{
  "formula": "C4H10O2",
  "method": "the ωB97M-V functional and the def2-TZVPD basis",
  "spin_multiplicity": 1,
  "total_charge": 0,
  "orbital_gap_ha": [0.2865, 0.2865],
  "homo_ha": [-0.3221, -0.3221],
  "e_lumo_ev": [-0.97, -0.97],
  "elements": ["C", "O", "C", "C", "C", "O", "H", "H", "H", "H", "H", "H", "H", "H", "H", "H"],
  "xyz": [[2.51564, -0.86615, -0.06176], [1.63310, 0.08512, 0.48773], [-0.20722, 0.47092, -0.85915], [-1.00247, 0.20660, 0.33020], [-2.49842, 0.55074, 0.19298], [-0.67739, -0.83046, 1.04688], [2.02524, -1.50230, -0.81838], [3.34608, -0.33611, -0.53681], [2.91643, -1.52857, 0.71535], [0.39055, -0.28748, -1.35238], [-0.23291, 1.45820, -1.31698], [-0.49349, 1.19361, 0.72541], [-2.92288, 0.61976, 1.19613], [-2.98616, -0.27906, -0.32709], [-2.68720, 1.47886, -0.35657], [0.88109, -0.43367, 0.93442]],
  "lowdin_charge": [-0.15, -0.18, 0.23, -0.68, -0.02, -0.13, 0.08, 0.08, 0.09, 0.08, 0.10, 0.20, 0.08, 0.09, 0.08, 0.05]
}


{
  "formula": "C3H16NO9",
  "method": "the ωB97M-V functional and the def2-TZVPD basis",
  "spin_multiplicity": 1,
  "total_charge": -1,
  "orbital_gap_ha": 0.3599,
  "homo_ha": -0.2379,
  "e_lumo_ev": 3.32,
  "elements": ["C", "N", "C", "C", "O", "O", "O", "H", "H", "H", "H", "H", "H", "O", "H", "H", "O", "H", "H", "O", "H", "H", "O", "H", "H", "O", "H", "H", "O"],
  "xyz": [[1.59778, -0.84093, 2.55913], [0.77976, -0.26613, 1.59058], [-0.36524, 0.53559, 2.02409], [-1.38537, 0.61618, 0.87551], [-2.36380, -0.15095, 0.91551], [-1.15623, 1.42838, -0.05754], [1.50573, -0.54179, 3.73320], [2.33673, -1.53296, 2.17407], [0.79573, -0.58814, 0.60072], [-0.79563, 0.05433, 2.92640], [-0.02352, 1.61188, 2.28494], [1.49173, 1.88659, 0.71233], [0.26314, 2.22475, -0.05704], [1.26736, 2.47904, 0.01128], [0.93194, 0.16013, -2.95984], [-0.48926, -0.26874, -2.97969], [0.39647, -0.53877, -3.20984], [-1.61790, 0.73931, -1.36563], [-2.91723, 0.08313, -2.05976], [-1.99118, 0.17454, -2.17392], [-1.95015, -1.73939, 0.04994], [-1.72889, -1.32158, -1.42408], [-1.64190, -2.12379, -0.78326], [1.85788, 1.71774, -1.38735], [2.44571, 0.27443, -1.55447], [2.20162, 1.08314, -2.06057], [0.14845, -2.09639, -0.80049], [0.95525, -1.42357, -1.78194], [1.00125, -1.78276, -0.90792]],
  "lowdin_charge": [-0.34, 0.02, -0.11, -0.63, -0.01, -0.05, -0.01, 0.12, 0.10, 0.12, 0.14, 0.00, 0.05, -0.10, -0.05, -0.01, -0.03, 0.06, 0.04, -0.10, 0.01, 0.03, -0.11, 0.00, 0.05, -0.09, -0.05, -0.02, -0.05]
}


{
  "formula": "C34H64O11S",
  "method": "the ωB97M-V functional and the def2-TZVPD basis",
  "spin_multiplicity": 1,
  "smiles": "CCCCCC[C@@H]1[C@@H](COC(C)=O)[C@@H](CCCCOC=O)[C@@H](OC[C@H](C)CC(C)C)OS1(=O)=O.CC(C)=O.CC(C)=O.CC(C)=O",
  "total_charge": 0,
  "orbital_gap_ha": 0.3431,
  "homo_ha": -0.3318,
  "e_lumo_ev": 0.31,
  "elements": ["C", "C", "C", "C", "C", "C", "C", "C", "C", "O", "C", "C", "O", "C", "C", "C", "C", "C", "O", "C", "O", "C", "O", "C", "C", "C", "C", "C", "C", "C", "O", "S", "O", "O", "H", "H", "H", "H", "H", "H", "H", "H", "H", "H", "H", "H", "H", "H", "H", "H", "H", "H", "H", "H", "H", "H", "H", "H", "H", "H", "H", "H", "H", "H", "H", "H", "H", "H", "H", "H", "H", "H", "H", "H", "H", "H", "H", "H", "H", "H", "C", "C", "C", "O", "H", "H", "H", "H", "H", "H", "C", "C", "C", "O", "H", "H", "H", "H", "H", "H", "C", "C", "C", "O", "H", "H", "H", "H", "H", "H"],
  "xyz": [[0.15566, -5.34429, -3.61550], [1.64089, -5.00169, -3.42546], [1.97424, -4.35346, -2.06336], [2.63131, -2.97405, -2.18700], [1.62163, -1.84238, -2.43337], [2.12325, -0.45703, -1.96430], [1.35760, 0.09785, -0.76158], [1.26465, 1.62650, -0.65542], [0.92796, 2.31030, -1.97690], [2.14511, 2.58869, -2.70368], [2.44387, 3.91857, -2.79196], [1.66973, 4.65431, -3.84137], [3.30075, 4.40554, -2.12203], [0.34768, 2.02936, 0.51309], [-1.10572, 1.53496, 0.44397], [-1.93295, 2.02662, -0.76146], [-2.16097, 0.93848, -1.81498], [-3.22682, -0.07423, -1.38660], [-2.74357, -1.42614, -1.43595], [-2.49423, -1.86706, -2.67619], [-1.62058, -2.65125, -2.91482], [1.00022, 1.59848, 1.85929], [0.16687, 0.88746, 2.69834], [-0.28696, 1.52753, 3.88837], [-0.23744, 0.52634, 5.04596], [-1.42504, 0.70622, 6.01370], [1.09140, 0.62534, 5.80692], [2.29833, -0.06582, 5.15263], [3.41233, -0.19534, 6.20042], [1.96334, -1.44786, 4.59575], [2.19356, 0.81108, 1.64936], [2.11775, -0.51194, 0.76245], [1.22639, -1.46698, 1.34913], [3.49549, -0.84836, 0.55631], [-0.40259, -4.50303, -4.02897], [-0.31873, -5.59728, -2.66663], [0.02640, -6.19724, -4.28325], [2.21251, -5.92544, -3.53063], [1.94655, -4.34094, -4.23876], [2.65426, -5.01048, -1.52078], [1.05418, -4.26451, -1.48359], [3.23412, -2.75709, -1.30473], [3.30293, -3.01700, -3.04948], [1.41674, -1.78547, -3.50487], [0.67023, -2.10069, -1.96260], [3.17913, -0.55260, -1.71638], [2.07212, 0.25039, -2.78838], [0.36580, -0.35703, -0.73808], [2.26924, 1.98037, -0.40729], [0.31067, 1.68174, -2.62025], [0.39526, 3.24294, -1.79933], [2.16634, 4.52308, -4.80324], [1.65793, 5.71448, -3.60072], [0.65348, 4.27430, -3.92070], [0.31303, 3.12302, 0.51937], [-1.13490, 0.44415, 0.48207], [-1.60373, 1.89189, 1.34581], [-1.52760, 2.92739, -1.21587], [-2.91757, 2.32524, -0.40046], [-1.24037, 0.37712, -1.99416], [-2.44732, 1.39476, -2.76456], [-3.52166, 0.08479, -0.35038], [-4.12904, 0.01548, -1.99747], [-3.18635, -1.49917, -3.44269], [1.38189, 2.48760, 2.36675], [0.35344, 2.38577, 4.11177], [-1.31221, 1.87613, 3.73306], [-0.32952, -0.46410, 4.60204], [-1.15907, 1.36801, 6.84107], [-1.67499, -0.25514, 6.46385], [-2.31178, 1.09712, 5.51671], [0.98046, 0.26976, 6.83516], [1.33279, 1.69174, 5.89363], [2.69781, 0.55467, 4.34459], [3.09962, -0.92187, 6.95721], [4.33327, -0.57432, 5.75845], [3.60019, 0.74862, 6.71459], [1.36862, -2.02206, 5.30914], [2.88373, -1.99478, 4.38234], [1.41563, -1.38693, 3.65539], [6.26666, -0.52522, 2.08189], [7.51217, -1.26187, 2.50483], [8.83289, -0.63377, 2.11735], [7.46874, -2.30014, 3.12116], [5.38406, -1.06722, 2.40677], [6.26275, 0.47537, 2.51956], [6.23394, -0.42327, 0.99694], [8.91369, 0.36399, 2.55179], [8.89628, -0.53718, 1.03232], [9.65234, -1.25250, 2.47487], [-5.72204, 5.59010, 0.24407], [-5.47557, 4.35569, -0.58786], [-6.64347, 3.41768, -0.77347], [-4.39518, 4.12697, -1.08035], [-4.81108, 6.18013, 0.30374], [-6.51512, 6.19052, -0.20408], [-6.03857, 5.30676, 1.24912], [-7.46950, 3.94045, -1.25792], [-6.99231, 3.05806, 0.19594], [-6.34226, 2.57167, -1.38664], [-6.24473, -2.74167, -5.54647], [-6.12459, -2.64146, -4.04689], [-6.81777, -3.70521, -3.23488], [-5.49612, -1.75198, -3.51827], [-5.70369, -1.92371, -6.01539], [-5.83463, -3.69252, -5.88984], [-7.29463, -2.69871, -5.84016], [-6.42694, -4.68875, -3.49975], [-7.88844, -3.69717, -3.44510], [-6.65353, -3.52421, -2.17578]],
  "lowdin_charge": [-0.12, -0.25, -0.20, -0.20, -0.17, -0.15, -0.26, -0.21, -0.12, -0.03, -0.54, 0.02, 0.15, -0.17, -0.12, -0.17, -0.16, -0.16, -0.01, -0.35, 0.08, -0.31, -0.08, -0.14, -0.33, -0.06, -0.16, -0.42, -0.08, -0.07, -0.17, 0.68, -0.24, -0.26, 0.05, 0.07, 0.06, 0.09, 0.10, 0.10, 0.10, 0.10, 0.11, 0.11, 0.09, 0.11, 0.10, 0.11, 0.16, 0.13, 0.12, 0.10, 0.09, 0.08, 0.16, 0.12, 0.11, 0.10, 0.09, 0.10, 0.12, 0.13, 0.11, 0.13, 0.16, 0.13, 0.12, 0.13, 0.08, 0.08, 0.07, 0.12, 0.12, 0.12, 0.08, 0.07, 0.07, 0.09, 0.08, 0.04, -0.03, -0.50, -0.03, 0.07, 0.07, 0.09, 0.08, 0.08, 0.08, 0.08, -0.02, -0.50, -0.02, 0.06, 0.08, 0.09, 0.09, 0.09, 0.09, 0.08, -0.02, -0.49, -0.02, 0.05, 0.08, 0.09, 0.09, 0.09, 0.09, 0.08]
}